A 3-piece molecular cluster, C27H43N2O3 overall. Source: the OMol25 dataset; level of theory: wB97M-V/def2-TZVPD.

Values from the calculation:
- Frontier orbital gap (alpha / beta): 9.079 / 9.610 eV
- E_LUMO (alpha / beta): 0.60 / 0.21 eV
- Max |F|: 0.93 eV/Å
- Electronic energy: -1389.7733 Eh

Structure (ORCA input):
```
! RIJCOSX wB97M-V def2-TZVPD def2/J DEFGRID3
* xyz 0 2
C -0.30 -3.74 -0.55
C -0.06 -2.33 0.01
C -1.43 -1.80 0.46
C 0.95 -2.43 1.17
C 2.01 -1.33 1.41
C 3.21 -2.04 2.10
C 2.91 -3.12 3.11
C 3.19 -4.43 2.77
C 2.91 -5.49 3.62
C 2.33 -5.24 4.86
C 2.04 -3.94 5.22
C 2.33 -2.89 4.36
C 1.49 -0.14 2.24
C 0.44 0.66 1.75
C 0.01 1.75 2.49
N 0.54 2.13 3.65
C 1.56 1.41 4.09
C 2.07 0.29 3.43
C 2.52 -0.73 0.05
C 1.98 -1.39 -1.22
C 2.28 -0.49 -2.43
C 2.62 -2.76 -1.49
N 0.50 -1.48 -1.10
O -0.09 -0.36 -1.30
H 0.61 -4.20 -0.92
H -0.67 -4.38 0.25
H -1.06 -3.72 -1.34
H -2.01 -2.65 0.84
H -1.36 -1.09 1.27
H -1.98 -1.37 -0.37
H 0.39 -2.61 2.09
H 1.52 -3.35 1.00
H 3.77 -2.53 1.30
H 3.89 -1.28 2.50
H 3.66 -4.64 1.81
H 3.15 -6.50 3.33
H 2.10 -6.06 5.53
H 1.59 -3.74 6.18
H 2.07 -1.89 4.68
H -0.01 0.46 0.79
H -0.80 2.36 2.11
H 2.02 1.72 5.03
H 2.93 -0.21 3.87
H 2.23 0.32 0.00
H 3.61 -0.77 0.02
H 3.31 -0.66 -2.77
H 2.16 0.56 -2.19
H 1.62 -0.74 -3.26
H 2.64 -3.41 -0.62
H 2.10 -3.27 -2.31
H 3.65 -2.60 -1.80
C -3.41 2.39 -1.48
C -3.21 1.68 -2.81
C -4.12 0.46 -2.94
O -1.85 1.32 -2.99
H -3.16 1.73 -0.65
H -2.76 3.27 -1.42
H -4.45 2.72 -1.36
H -3.43 2.37 -3.63
H -3.88 -0.26 -2.14
H -3.96 -0.03 -3.89
H -5.17 0.73 -2.85
H -1.61 0.71 -2.28
C -3.52 7.80 -3.18
C -2.68 6.64 -2.68
C -2.44 5.60 -3.76
O -3.28 6.04 -1.53
H -4.50 7.45 -3.51
H -3.67 8.54 -2.39
H -3.04 8.30 -4.03
H -1.72 7.02 -2.32
H -3.39 5.18 -4.10
H -1.83 4.78 -3.38
H -1.93 6.04 -4.63
H -4.13 5.68 -1.80
*
```